Entry 1:
This record from the Open Molecules 2025 dataset describes C25H76AsF6N2O13 as an isolated structure in a non-equilibrium geometry. The level of theory is the ωB97M-V functional and the def2-TZVPD basis.

Properties
- HOMO-LUMO gap (eV) = 9.045
- energy (eV) = -133904.030
- E_HOMO (eV) = -7.08

ORCA input file:
```
! RIJCOSX wB97M-V def2-TZVPD def2/J DEFGRID3
* xyz -1 1
As 0.268 -0.860 -0.088
F -0.559 -2.376 -0.357
F 1.335 -1.725 1.001
F 1.087 0.661 0.289
F -0.878 0.016 -1.052
F -0.732 -0.570 1.338
F 1.315 -1.218 -1.439
C 3.565 -4.347 2.064
O 2.881 -3.961 0.873
H 3.882 -3.461 2.629
H 2.869 -4.948 2.658
H 4.478 -4.885 1.816
H 2.103 -3.478 1.179
C -3.549 2.238 1.600
O -3.556 3.516 1.003
H -4.377 1.639 1.199
H -2.675 1.596 1.491
H -3.714 2.299 2.680
H -4.102 4.130 1.490
C -0.272 -5.647 0.733
O -0.691 -4.497 1.439
H -0.668 -5.655 -0.289
H 0.818 -5.710 0.659
H -0.686 -6.544 1.199
H -0.733 -3.752 0.814
C 1.127 -4.155 -2.522
O 2.415 -3.590 -2.321
H 0.551 -4.110 -1.600
H 0.631 -3.553 -3.285
H 1.226 -5.195 -2.825
H 2.370 -2.701 -1.946
C 2.246 3.833 -0.858
O 2.875 2.908 0.033
H 2.244 3.379 -1.853
H 1.203 4.016 -0.583
H 2.793 4.771 -0.876
H 2.265 2.160 0.128
C 4.104 0.440 1.778
O 4.867 -0.095 2.840
H 3.499 -0.325 1.270
H 3.361 1.154 2.129
H 4.728 0.868 0.989
H 5.628 -0.576 2.514
C -4.312 -0.803 -1.136
O -3.685 -1.865 -1.024
N -3.708 0.407 -1.226
N -5.678 -0.776 -1.127
H -2.700 0.471 -1.219
H -4.279 1.222 -1.126
H -6.174 -1.599 -0.846
H -6.153 0.094 -1.264
C -1.272 -1.281 -3.931
C -2.231 -2.421 -4.350
C -1.695 -3.263 -5.476
O -2.401 -3.195 -3.169
H -1.813 -0.575 -3.300
H -0.950 -0.738 -4.827
H -0.433 -1.649 -3.350
H -3.189 -1.992 -4.676
H -2.488 -3.814 -5.985
H -0.860 -3.933 -5.264
H -1.251 -2.580 -6.209
H -3.048 -2.766 -2.583
C 4.375 0.479 -2.144
C 3.731 0.269 -3.500
C 2.515 1.142 -3.760
O 4.667 0.552 -4.569
H 4.611 1.544 -2.047
H 5.302 -0.095 -2.128
H 3.695 0.161 -1.356
H 3.485 -0.790 -3.615
H 2.801 2.193 -3.662
H 1.777 0.916 -2.980
H 2.020 1.026 -4.721
H 5.242 1.267 -4.278
C 1.759 -1.173 4.384
C 1.896 0.318 4.652
C 0.906 0.922 5.629
O 3.222 0.592 5.099
H 2.004 -1.715 5.302
H 2.370 -1.483 3.539
H 0.728 -1.467 4.184
H 1.685 0.841 3.708
H 1.074 1.946 5.951
H 0.874 0.340 6.566
H -0.149 0.758 5.386
H 3.769 0.290 4.356
C -3.601 -2.346 2.309
C -3.156 -1.664 3.615
C -2.185 -2.598 4.331
O -2.612 -0.392 3.304
H -3.918 -3.366 2.515
H -2.831 -2.236 1.545
H -4.473 -1.822 1.899
H -4.073 -1.494 4.183
H -1.318 -2.864 3.726
H -2.693 -3.525 4.597
H -1.801 -2.089 5.219
H -2.214 -0.401 2.421
C -2.413 3.893 -5.540
C -2.257 3.654 -4.051
C -1.236 2.537 -3.757
O -1.767 4.845 -3.429
H -1.443 4.029 -6.012
H -2.941 4.848 -5.649
H -3.074 3.135 -5.952
H -3.229 3.430 -3.597
H -0.211 2.898 -3.794
H -1.391 1.697 -4.438
H -1.415 2.131 -2.757
H -1.604 4.702 -2.494
C 0.131 3.221 3.047
C 0.609 4.592 2.587
C 0.353 5.717 3.592
O 2.000 4.555 2.370
H 0.460 3.006 4.063
H 0.477 2.429 2.379
H -0.958 3.106 3.082
H -0.024 4.896 1.741
H 0.804 6.616 3.166
H 0.898 5.577 4.528
H -0.712 5.851 3.767
H 2.237 3.965 1.639
*
```


Entry 2:
This record from the Open Molecules 2025 dataset describes a 13-piece molecular cluster, C25H76N10O13 overall in a non-equilibrium geometry. The level of theory is the ωB97M-V functional and the def2-TZVPD basis.

Properties
- HOMO-LUMO gap (eV) = 8.184
- energy (eV) = -68666.466
- E_HOMO (eV) = -8.65
- ΔE to the lowest compared entry with this formula, charge and spin (kJ/mol) = 718.6

ORCA input file:
```
! RIJCOSX wB97M-V def2-TZVPD def2/J DEFGRID3
* xyz 0 1
C -0.516 0.152 3.333
O -0.293 1.541 3.066
H 0.473 -0.347 3.398
H -1.163 -0.451 2.697
H -0.771 -0.012 4.299
H -1.201 1.943 3.066
C 0.636 0.650 0.320
O -0.697 0.299 0.224
H 1.102 0.365 1.258
H 0.851 1.719 0.266
H 1.256 0.208 -0.390
H -0.774 -0.676 0.202
C 4.215 -3.116 -0.564
O 4.854 -3.420 0.585
N 3.871 -3.994 -1.415
N 3.779 -1.897 -0.709
H 4.188 -4.970 -1.333
H 3.210 -3.761 -2.143
H 3.885 -1.268 0.094
H 3.277 -1.580 -1.562
C 3.657 -1.014 2.812
O 3.364 -0.374 1.616
N 4.312 -2.137 2.847
N 3.318 -0.628 4.037
H 4.400 -2.477 1.880
H 4.197 -2.787 3.615
H 2.733 0.326 4.063
H 3.990 -0.628 4.819
C 2.901 2.612 3.330
O 3.429 3.701 3.960
N 3.093 2.303 2.093
N 2.187 1.762 3.966
H 3.692 2.876 1.490
H 2.843 1.390 1.703
H 2.013 1.893 4.938
H 1.295 1.521 3.406
C -2.861 2.884 0.773
O -3.008 1.866 1.695
N -3.695 3.871 0.633
N -1.936 2.736 -0.130
H -4.513 3.994 1.294
H -3.500 4.667 0.117
H -1.532 1.798 -0.077
H -1.498 3.544 -0.654
C 1.709 -1.926 -2.955
O 1.797 -3.351 -2.989
N 0.664 -1.204 -2.674
N 2.638 -1.141 -3.333
H -0.207 -1.634 -2.653
H 0.769 -0.195 -2.402
H 3.388 -1.629 -3.786
H 2.765 -0.171 -3.310
C -2.015 -2.419 -4.373
C -2.485 -2.505 -2.883
C -2.487 -3.873 -2.218
O -1.804 -1.833 -2.088
H -0.940 -2.516 -4.478
H -2.413 -1.615 -4.895
H -2.477 -3.371 -4.804
H -3.573 -2.170 -2.800
H -3.244 -4.370 -2.768
H -2.817 -4.007 -1.188
H -1.613 -4.378 -2.547
H -1.887 -0.867 -2.353
C -3.608 0.969 -4.122
C -3.003 1.253 -2.705
C -3.708 0.627 -1.509
O -1.858 0.839 -2.583
H -3.914 -0.031 -4.444
H -2.985 1.354 -4.890
H -4.480 1.668 -4.294
H -3.091 2.289 -2.498
H -3.218 0.657 -0.610
H -3.988 -0.394 -1.708
H -4.625 1.188 -1.331
H -1.227 1.451 -2.916
C 1.365 2.962 -1.813
C 2.501 2.330 -2.561
C 3.488 1.584 -1.630
O 2.256 1.585 -3.528
H 1.160 3.910 -2.266
H 1.709 3.280 -0.821
H 0.506 2.333 -1.725
H 3.080 3.149 -3.011
H 3.589 2.125 -0.730
H 4.443 1.538 -2.095
H 3.216 0.592 -1.543
H 2.105 2.143 -4.236
C -4.269 -2.910 2.915
C -3.288 -2.749 1.798
C -3.444 -1.422 1.157
O -2.104 -3.006 2.071
H -3.917 -3.625 3.618
H -5.248 -3.301 2.543
H -4.455 -2.030 3.434
H -3.426 -3.565 1.105
H -4.382 -1.247 0.624
H -2.817 -1.376 0.326
H -3.174 -0.648 1.824
H -1.556 -2.986 1.252
C 1.099 -3.064 1.595
C 0.635 -3.041 0.163
C 0.236 -4.480 -0.340
O -0.352 -2.357 -0.046
H 0.963 -2.075 1.999
H 2.164 -3.314 1.649
H 0.592 -3.631 2.351
H 1.471 -2.703 -0.393
H 1.024 -5.177 -0.068
H 0.186 -4.498 -1.431
H -0.671 -4.895 0.126
H -0.526 -2.343 -0.970
C 0.785 4.928 0.906
C -0.314 5.089 1.951
C 0.166 5.049 3.360
O -1.038 6.037 1.730
H 1.581 5.622 1.134
H 0.428 5.301 -0.004
H 1.013 3.837 1.018
H -0.819 4.179 2.036
H 0.726 4.105 3.635
H -0.663 5.249 3.969
H 0.788 5.891 3.706
H -1.898 5.876 1.420
*
```


Entry 3:
This record from the Open Molecules 2025 dataset describes a 14-piece molecular cluster, C25H78O18 overall in a non-equilibrium geometry. The level of theory is the ωB97M-V functional and the def2-TZVPD basis.

Properties
- HOMO-LUMO gap (spin up / spin down) (eV) = 9.469 / 2.265
- <S²> = 0.756
- energy (eV) = -64029.334
- E_HOMO (spin up / spin down) (eV) = -11.77 / -11.77

ORCA input file:
```
! RIJCOSX wB97M-V def2-TZVPD def2/J DEFGRID3
* xyz 1 2
C 8.919 14.673 12.823
O 9.214 13.307 12.619
H 8.991 15.181 11.861
H 7.932 14.941 13.200
H 9.618 15.115 13.532
H 10.065 13.332 12.176
C 12.518 15.944 10.417
O 11.746 15.762 11.593
H 13.113 15.055 10.211
H 11.822 15.871 9.581
H 13.032 16.904 10.372
H 11.130 16.497 11.646
C 11.877 16.519 17.495
O 11.145 16.906 16.365
H 11.622 15.485 17.729
H 12.960 16.629 17.436
H 11.600 17.177 18.318
H 11.653 16.549 15.633
C 5.181 19.365 13.531
C 6.169 18.661 12.494
O 7.479 18.349 13.011
O 4.699 18.476 14.508
H 4.295 19.730 13.011
H 5.650 20.280 13.891
H 6.329 19.328 11.646
H 5.709 17.743 12.128
H 7.436 18.003 13.906
H 5.006 18.784 15.364
C 14.054 18.320 7.023
C 12.874 18.656 7.950
O 13.376 19.139 9.221
O 14.793 19.452 6.543
H 13.705 17.781 6.141
H 14.723 17.693 7.614
H 12.247 17.779 8.111
H 12.242 19.412 7.483
H 13.991 19.808 8.911
H 14.269 19.913 5.884
C 8.851 21.331 17.096
C 9.856 20.322 16.609
O 10.284 19.511 17.703
O 7.823 20.637 17.831
H 8.401 21.866 16.260
H 9.219 22.102 17.772
H 10.717 20.839 16.185
H 9.421 19.708 15.820
H 10.691 18.720 17.341
H 8.179 20.399 18.690
C 14.520 22.467 10.714
C 14.996 21.366 11.568
O 13.844 20.618 11.843
O 14.122 21.932 9.400
H 15.253 23.273 10.663
H 13.626 22.963 11.091
H 15.383 21.752 12.511
H 15.628 20.676 11.009
H 13.394 20.421 11.018
H 14.908 22.091 8.872
C 14.235 19.458 15.656
C 13.901 20.168 16.955
O 15.078 20.175 17.844
H 14.375 18.399 15.873
H 15.142 19.817 15.169
H 13.421 19.576 14.942
H 13.182 19.549 17.490
H 13.392 21.114 16.768
H 15.200 19.275 18.156
C 8.186 21.825 13.295
C 9.431 22.648 13.103
O 10.034 22.955 14.370
H 8.329 21.015 14.011
H 7.793 21.462 12.345
H 7.302 22.300 13.721
H 9.287 23.629 12.650
H 10.152 22.089 12.506
H 10.948 22.791 14.124
C 15.211 17.503 11.874
C 16.114 18.165 12.884
O 17.416 18.332 12.424
H 15.754 16.669 11.429
H 15.035 18.191 11.047
H 14.260 17.145 12.268
H 16.144 17.596 13.814
H 15.717 19.150 13.127
H 17.885 18.883 13.055
C 10.832 22.379 8.829
C 9.304 22.598 9.106
O 8.966 23.747 8.429
H 11.113 22.672 7.818
H 11.123 21.364 9.099
H 11.434 23.057 9.434
H 9.090 22.656 10.173
H 8.663 21.771 8.797
H 9.256 24.440 9.027
C 10.998 18.973 13.328
C 10.447 19.060 11.875
O 9.848 17.849 11.424
H 10.945 19.959 13.791
H 12.038 18.648 13.357
H 10.411 18.274 13.924
H 11.257 19.334 11.199
H 9.775 19.908 11.744
H 9.031 17.760 11.921
C 7.466 17.454 8.809
C 8.429 18.542 8.398
O 9.754 18.019 8.576
H 7.415 16.665 8.059
H 6.541 18.029 8.864
H 7.573 17.066 9.822
H 8.370 19.335 9.144
H 8.301 18.980 7.408
H 9.909 17.967 9.521
C 13.182 23.937 15.488
C 13.627 23.288 14.176
O 12.690 22.245 13.943
H 12.194 24.396 15.451
H 13.834 24.691 15.930
H 13.145 23.119 16.208
H 14.601 22.810 14.271
H 13.763 24.015 13.375
H 13.075 21.721 13.236
*
```